# 1
Entry from the Open Molecules 2025 dataset: a molecular structure, C3H9N3O (the ωB97M-V functional and the def2-TZVPD basis).

Values from the calculation:
Calculated total energy   -359.087656 Eh
Orbital gap   9.056 eV

Each line ends with the natural charge from an NBO analysis.
CARTESIAN COORDINATES (ANGSTROEM)
C: 0.968 0.192 0.910  -0.35
C: -1.957 0.999 0.121  -0.43
N: 1.953 0.234 -0.075  -0.32
C: -0.279 -0.700 0.143  0.54
N: 0.148 -1.990 -0.007  -0.83
O: 0.990 0.543 -1.475  -0.69
N: -1.479 -0.356 0.110  -0.53
H: 1.103 -0.154 -2.138  0.47
H: 2.399 1.145 -0.131  0.36
H: -0.446 -2.561 -0.590  0.39
H: 1.138 -2.082 -0.176  0.39
H: 1.242 -0.458 1.740  0.23
H: 0.530 1.151 1.197  0.19
H: -1.371 1.632 -0.551  0.20
H: -2.995 0.992 -0.213  0.20
H: -1.944 1.412 1.135  0.18

---

# 2
Entry from the Open Molecules 2025 dataset: 2 unconnected molecules or ions with the total composition C3H9N3O (the ωB97M-V functional and the def2-TZVPD basis).

Values from the calculation:
Calculated total energy   -359.147158 Eh
Orbital gap   8.734 eV

Each line ends with the natural charge from an NBO analysis.
CARTESIAN COORDINATES (ANGSTROEM)
C: -0.498 -1.689 -0.147  -0.41
C: 0.310 0.295 -2.156  -0.71
C: 0.594 0.480 -0.690  0.69
O: 0.997 1.568 -0.236  -0.66
N: 0.262 -0.500 0.154  -0.61
H: 0.664 1.688 1.293  0.39
H: -0.320 -2.425 0.635  0.22
H: -1.568 -1.470 -0.181  0.20
H: -0.196 -2.132 -1.098  0.21
H: -0.756 0.148 -2.322  0.23
H: 0.650 1.174 -2.695  0.25
H: 0.831 -0.584 -2.534  0.23
N: 0.375 1.286 2.354  -0.41
N: -0.793 1.348 2.747  -0.33
H: -0.907 1.012 3.728  0.29
H: 0.354 -0.198 1.149  0.42

---

# 3
Entry from the Open Molecules 2025 dataset: a single C3H9N3O molecule (the ωB97M-V functional and the def2-TZVPD basis).

Values from the calculation:
Calculated total energy   -359.191031 Eh
Orbital gap   8.464 eV

Each line ends with the natural charge from an NBO analysis.
CARTESIAN COORDINATES (ANGSTROEM)
C: 0.035 -0.843 -0.113  0.07
C: 0.286 0.665 -0.105  -0.02
N: -0.780 -1.308 -1.222  -0.84
N: -0.611 -1.155 1.168  -0.84
N: 0.108 1.310 -1.355  -0.83
C: 0.795 1.289 0.971  0.12
O: 0.887 0.749 2.200  -0.72
H: 0.988 -1.395 -0.129  0.18
H: -1.438 -0.521 1.168  0.37
H: -1.507 -0.631 -1.429  0.37
H: -0.232 -1.431 -2.062  0.36
H: -0.904 -2.125 1.183  0.38
H: 0.377 -0.165 2.168  0.50
H: 0.290 2.303 -1.293  0.37
H: 0.678 0.907 -2.092  0.36
H: 1.026 2.350 0.942  0.17

---

# 4
Entry from the Open Molecules 2025 dataset: a molecular structure, C3H9N3O (the ωB97M-V functional and the def2-TZVPD basis).

Values from the calculation:
Calculated total energy   -359.042876 Eh
Orbital gap   9.097 eV

Each line ends with the natural charge from an NBO analysis.
CARTESIAN COORDINATES (ANGSTROEM)
C: 0.068 0.860 1.178  -0.35
C: 1.526 -1.125 0.182  -0.54
N: -0.819 -0.107 -0.932  -0.54
N: 0.501 -0.409 1.591  -0.48
C: 0.311 0.557 -0.374  0.69
N: -2.041 0.589 -0.814  -0.65
O: 1.080 1.275 -1.009  -0.60
H: -0.580 -0.441 -1.864  0.35
H: -0.293 -1.046 1.495  0.35
H: -2.809 -0.072 -0.837  0.36
H: -2.160 1.292 -1.537  0.35
H: 0.772 1.639 1.469  0.20
H: -0.983 1.089 1.348  0.22
H: 2.489 -0.775 0.544  0.22
H: 1.618 -1.170 -0.909  0.23
H: 1.321 -2.156 0.468  0.20

---

# 5
Entry from the Open Molecules 2025 dataset: 2 unconnected molecules or ions with the total composition C3H9N3O2S (the ωB97M-V functional and the def2-TZVPD basis).

Values from the calculation:
Calculated total energy   -832.534656 Eh
Orbital gap   9.414 eV

Each line ends with the natural charge from an NBO analysis.
CARTESIAN COORDINATES (ANGSTROEM)
C: 2.468 1.923 0.028  0.10
C: -1.076 -0.105 0.509  -0.29
C: -0.974 1.307 0.013  -0.07
N: 2.229 -2.088 -0.047  -1.04
N: 2.909 1.376 0.907  -0.35
N: 0.235 -0.678 0.792  -0.81
O: 0.253 -1.440 -1.585  -0.99
O: -0.012 1.425 -0.951  -0.74
S: 1.193 -0.798 -0.699  1.53
H: 2.007 2.084 -0.878  0.24
H: 3.082 -1.675 0.086  0.37
H: -1.433 -0.149 1.530  0.23
H: -1.459 -0.724 -0.311  0.23
H: -0.604 2.009 0.890  0.16
H: -1.921 1.725 -0.197  0.18
H: 2.227 -2.939 -0.552  0.39
H: 0.772 -0.264 1.549  0.39
H: -0.306 0.889 -1.788  0.49

---

# 6
Entry from the Open Molecules 2025 dataset: 3 unconnected molecules or ions with the total composition C3H9N3O2S (the ωB97M-V functional and the def2-TZVPD basis).

Values from the calculation:
Calculated total energy   -832.564524 Eh
Orbital gap   10.461 eV

Each line ends with the natural charge from an NBO analysis.
CARTESIAN COORDINATES (ANGSTROEM)
C: 2.564 -0.272 0.103  -0.39
C: 3.268 0.251 -0.878  -0.37
C: -3.495 -1.715 -0.338  0.66
N: -4.645 -1.604 -0.005  -0.72
N: -1.067 0.764 0.753  -1.06
N: -2.303 -1.898 -0.310  -0.76
O: -2.127 0.966 -1.497  -0.95
O: -2.533 2.723 0.249  -0.90
S: -2.510 1.102 -0.114  1.64
H: 2.472 -1.338 0.233  0.19
H: 2.045 0.341 0.822  0.19
H: 3.363 1.316 -1.011  0.19
H: 3.786 -0.361 -1.599  0.19
H: -5.318 -0.919 -0.280  0.41
H: -1.799 3.195 -0.156  0.49
H: -1.246 0.677 1.744  0.38
H: -0.611 -0.069 0.410  0.40
H: -1.758 -2.423 -0.965  0.41

---

# 7
Entry from the Open Molecules 2025 dataset: a single C3H9N3S molecule (the ωB97M-V functional and the def2-TZVPD basis).

Values from the calculation:
Calculated total energy   -682.127969 Eh
Orbital gap   9.553 eV

Each line ends with the natural charge from an NBO analysis.
CARTESIAN COORDINATES (ANGSTROEM)
C: -2.254 -0.273 0.331  -0.42
C: 0.182 -0.342 0.265  0.55
C: 2.362 -0.580 -0.589  -0.44
H: -3.099 -0.791 0.764  0.21
H: -2.481 -0.259 -0.753  0.18
H: -2.341 0.775 0.651  0.19
H: -0.999 -1.905 0.566  0.40
H: -0.255 1.267 1.442  0.40
H: -0.403 2.290 -1.185  0.08
H: 2.696 0.162 0.098  0.18
H: 3.033 -1.454 -0.555  0.20
H: 2.472 -0.155 -1.572  0.20
N: -1.008 -0.889 0.734  -0.63
N: 0.346 1.009 0.640  -0.81
N: 1.022 -1.084 -0.362  -0.50
S: 0.726 2.228 -0.475  0.21

---

# 8
Entry from the Open Molecules 2025 dataset: a single C3H9N3S molecule (the ωB97M-V functional and the def2-TZVPD basis).

Values from the calculation:
Calculated total energy   -682.112385 Eh
Orbital gap   8.835 eV

Each line ends with the natural charge from an NBO analysis.
CARTESIAN COORDINATES (ANGSTROEM)
C: 2.322 0.046 -0.649  -0.42
C: 0.031 0.594 -0.083  0.22
C: 0.074 -1.694 1.316  -0.75
H: 2.232 0.428 -1.641  0.19
H: 2.248 -1.028 -0.677  0.21
H: 3.362 0.206 -0.319  0.20
H: 1.609 1.657 0.497  0.39
H: 1.092 -1.369 1.420  0.24
H: 0.029 -2.742 1.253  0.22
H: -0.493 -1.352 2.189  0.22
H: -2.626 2.068 -0.155  0.36
H: -2.361 0.438 -0.185  0.35
N: 1.372 0.701 0.283  -0.65
N: -0.745 1.609 -0.158  -0.29
N: -2.049 1.343 -0.497  -0.65
S: -0.607 -1.097 -0.205  0.17

---

# 9
Entry from the Open Molecules 2025 dataset: a gas-phase ion, C3H9N4 (charge +1) (the ωB97M-V functional and the def2-TZVPD basis).

Values from the calculation:
Charge   +1
Calculated total energy   -338.305219 Eh
Orbital gap   8.021 eV

Each line ends with the natural charge from an NBO analysis.
CARTESIAN COORDINATES (ANGSTROEM)
C: 0.363 -0.965 -0.001  0.35
C: -1.174 -1.330 0.244  -0.27
C: 1.590 1.212 -0.009  -0.45
N: 1.290 -1.856 -0.198  -0.58
N: -1.851 -0.174 -0.263  -0.35
N: 0.553 0.339 0.323  -0.30
N: -1.270 0.981 0.081  -0.32
H: -1.520 -2.293 -0.252  0.29
H: -1.275 -1.281 1.283  0.23
H: 2.458 0.545 0.416  0.28
H: 1.661 1.442 -1.130  0.21
H: 1.369 2.233 0.504  0.24
H: 2.238 -1.510 -0.328  0.36
H: -2.099 -0.261 -1.223  0.41
H: -1.234 1.885 -0.504  0.47
H: -1.098 1.036 1.058  0.44

---

# 10
Entry from the Open Molecules 2025 dataset: a gas-phase ion, C3H9N4O (charge +1) (the ωB97M-V functional and the def2-TZVPD basis).

Values from the calculation:
Charge   +1
Calculated total energy   -413.626774 Eh
Orbital gap   10.182 eV

Each line ends with the natural charge from an NBO analysis.
CARTESIAN COORDINATES (ANGSTROEM)
C: -0.361 1.678 -0.992  0.57
C: -0.580 0.130 -1.006  0.02
C: 1.376 -0.701 0.186  -0.45
N: -0.057 1.949 0.273  -0.49
N: -0.065 -0.312 0.205  -0.28
N: -2.137 0.048 -0.904  -0.67
N: -0.370 0.840 1.172  -0.29
O: -0.205 2.333 -1.994  -0.53
H: -0.133 -0.321 -1.824  0.26
H: 1.664 -1.024 1.266  0.23
H: 1.285 -1.609 -0.313  0.23
H: 2.065 0.059 -0.169  0.22
H: 0.118 2.922 0.538  0.45
H: -2.422 0.900 -1.363  0.45
H: -2.460 -0.794 -1.385  0.46
H: 0.397 0.688 1.823  0.38
H: -2.340 0.107 0.031  0.45

---

In order of appearance, E_LUMO = 0.020, 0.028, 0.032, 0.013, 0.024, 0.028, 0.025, 0.030, -0.210, -0.131 Ha.